Formula: C21H52N2O6
Source: the OMol25 dataset
Level of theory: wB97M-V/def2-TZVPD

```
81
C21H52N2O6 wB97M-V/def2-TZVPD
C -12.57851 1.08558 -14.24244
C -11.67969 1.22245 -12.96429
C -10.23857 1.05241 -13.48719
C -11.74712 2.68790 -12.47161
C -12.96385 2.91008 -11.61965
C -13.12457 1.88951 -10.47356
C -13.19451 0.47632 -11.09775
C -13.06979 -0.51891 -9.91284
C -14.52614 0.28903 -11.79552
N -12.00823 0.23799 -11.95097
O -12.03002 -1.07363 -12.45982
H -12.75387 0.05826 -14.53639
H -13.51475 1.61923 -14.04715
H -12.15433 1.73484 -15.01123
H -9.57071 1.09597 -12.61469
H -10.05420 0.04114 -13.85862
H -9.93636 1.82955 -14.18085
H -10.90366 2.85386 -11.78687
H -11.70102 3.41742 -13.27657
H -12.97290 3.91758 -11.18991
H -13.82379 2.88354 -12.30041
H -13.97458 2.15992 -9.84690
H -12.28049 2.04213 -9.79302
H -12.33333 -0.28827 -9.14664
H -12.86615 -1.50888 -10.31996
H -14.04704 -0.59206 -9.42847
H -14.90460 1.08856 -12.43565
H -15.34247 0.29510 -11.06130
H -14.57433 -0.64709 -12.35149
H -11.14379 -1.41193 -12.28658
C -3.69341 3.04888 -4.73106
C -3.84245 3.05883 -6.25032
C -4.59448 4.36498 -6.58312
C -2.48374 3.07794 -6.96797
C -1.75153 1.75829 -6.84186
C -2.63272 0.60712 -7.38379
C -4.06161 0.59495 -6.79176
C -4.92218 -0.26697 -7.75893
C -4.07175 -0.02217 -5.39355
N -4.59335 1.97175 -6.88076
O -5.94567 2.00842 -6.47799
H -4.60715 3.45657 -4.30116
H -2.84452 3.64655 -4.38245
H -3.44539 2.10633 -4.24329
H -4.91163 4.39646 -7.62916
H -3.99390 5.26518 -6.42384
H -5.48773 4.50299 -5.97543
H -2.71444 3.43148 -7.97754
H -1.91464 3.93009 -6.57929
H -1.44388 1.51345 -5.81647
H -0.74129 1.76555 -7.26379
H -2.16397 -0.30558 -6.99453
H -2.46791 0.53377 -8.45948
H -5.07389 0.35180 -8.64493
H -4.26509 -1.08021 -8.06356
H -5.88323 -0.56725 -7.35082
H -4.21851 -1.09683 -5.51562
H -3.28622 0.20875 -4.68161
H -5.00588 0.32489 -4.93688
H -6.48113 1.90454 -7.28280
C -9.08751 0.82038 -3.99320
O -7.75824 0.39074 -4.31379
H -9.13544 1.13791 -2.94874
H -9.43067 1.53783 -4.73913
H -9.75704 -0.04301 -4.05623
H -7.35583 1.15865 -4.73821
C -8.98130 1.18050 -8.51252
O -8.02970 2.20353 -8.23177
H -8.91948 0.52961 -7.63928
H -9.98693 1.53747 -8.74743
H -8.79451 0.51589 -9.36820
H -8.31679 2.96028 -8.76869
C -6.72195 3.05492 -11.21623
O -6.06859 1.90342 -10.75700
H -6.49197 3.88495 -10.52605
H -6.45207 3.38075 -12.21530
H -7.81299 3.00937 -11.08314
H -6.23005 1.82551 -9.81061
O -8.96531 4.84328 -9.50252
H -8.50290 5.37498 -10.16108
H -9.25516 5.47642 -8.83483
```

total charge: 0
maximum force: 3.001 eV Å⁻¹
E_LUMO: 0.0759 eV
structure (SMILES): CC1(C)CCCC(C)(C)N1O.CC1(C)CCCC(C)(C)N1O.CO.CO.CO.O
HOMO level: -8.2 eV
HOMO-LUMO gap: 0.30250 Ha